(1)
Density functional theory data (ωB97M-V/def2-TZVPD) for a molecular structure, C38H50Cl3GeLuO5PSSi3.

Each line ends with the Löwdin spin population.
Atoms and positions in Å:
Lu (-7.511, -19.957, 6.503)  0.069
Cl (-9.816, -21.241, 6.938)  0.003
C (-9.042, -22.668, 6.101)  0.011
C (-9.214, -23.869, 6.827)  -0.001
C (-8.879, -25.070, 6.270)  0.009
C (-8.490, -25.093, 4.921)  -0.002
C (-8.126, -23.901, 4.269)  0.008
Cl (-7.513, -24.033, 2.633)  0.002
C (-8.370, -22.642, 4.883)  0.008
S (-7.659, -21.260, 4.114)  0.064
H (-9.617, -23.755, 7.827)  0.000
H (-8.970, -26.013, 6.828)  0.001
H (-8.506, -26.030, 4.361)  0.000
O (-6.768, -18.045, 6.972)  0.014
C (-7.989, -17.528, 6.959)  0.002
O (-8.964, -18.276, 6.666)  0.002
C (-8.117, -16.068, 7.255)  0.000
P (-9.466, -15.690, 8.499)  0.000
C (-10.486, -14.356, 7.802)  0.000
C (-11.297, -13.575, 8.625)  0.000
C (-12.437, -12.979, 8.104)  0.000
C (-12.547, -12.797, 6.712)  0.000
C (-11.663, -13.488, 5.901)  0.000
C (-10.648, -14.268, 6.413)  0.000
C (-8.392, -14.725, 9.576)  0.000
C (-7.977, -13.447, 9.282)  0.000
C (-7.178, -12.748, 10.216)  0.000
C (-6.885, -13.261, 11.467)  0.000
C (-7.125, -14.654, 11.630)  0.000
C (-7.963, -15.338, 10.746)  0.000
H (-8.182, -15.536, 6.289)  0.000
H (-7.175, -15.626, 7.632)  0.000
H (-11.083, -13.393, 9.687)  0.000
H (-13.238, -12.624, 8.771)  0.000
H (-13.374, -12.274, 6.279)  0.000
H (-11.848, -13.471, 4.856)  0.000
H (-9.952, -14.851, 5.768)  0.000
H (-8.163, -13.039, 8.297)  0.000
H (-6.913, -11.750, 9.910)  0.000
H (-6.306, -12.733, 12.203)  0.000
H (-6.736, -15.151, 12.506)  0.000
H (-8.286, -16.306, 11.062)  0.000
C (-6.112, -18.990, 1.802)  0.001
Si (-4.629, -18.466, 2.807)  0.071
C (-4.673, -16.586, 3.389)  0.001
C (-3.017, -18.699, 1.826)  0.035
Ge (-4.594, -20.158, 4.670)  0.454
Si (-2.749, -19.422, 6.180)  0.076
C (-3.430, -17.982, 7.198)  0.000
C (-1.145, -18.585, 5.465)  0.027
C (-2.207, -20.908, 7.233)  0.002
Si (-3.998, -22.239, 3.644)  0.045
C (-4.782, -23.331, 4.857)  0.004
C (-4.434, -22.643, 1.841)  0.003
C (-2.173, -22.340, 3.705)  0.019
H (-6.862, -19.487, 2.472)  0.001
H (-5.759, -19.609, 0.990)  0.000
H (-6.559, -18.059, 1.337)  0.000
H (-5.045, -16.066, 2.495)  0.000
H (-3.679, -16.289, 3.669)  0.000
H (-5.369, -16.401, 4.223)  0.000
H (-2.907, -19.686, 1.366)  0.000
H (-2.179, -18.635, 2.524)  0.002
H (-2.964, -17.856, 1.108)  0.006
H (-3.374, -17.065, 6.576)  0.000
H (-2.843, -17.820, 8.113)  0.000
H (-4.515, -18.072, 7.500)  0.000
H (-1.182, -17.781, 4.795)  0.000
H (-0.542, -19.399, 5.036)  0.000
H (-0.692, -18.226, 6.360)  0.004
H (-1.353, -21.422, 6.849)  0.000
H (-3.035, -21.637, 7.354)  0.000
H (-2.003, -20.520, 8.244)  0.000
H (-5.191, -24.185, 4.256)  0.000
H (-5.656, -22.891, 5.437)  0.002
H (-4.118, -23.746, 5.653)  0.000
H (-5.494, -22.310, 1.664)  0.000
H (-4.338, -23.748, 1.953)  0.001
H (-3.711, -22.155, 1.090)  0.000
H (-1.921, -23.277, 4.239)  0.002
H (-1.593, -21.556, 4.218)  0.003
H (-1.702, -22.480, 2.700)  0.001
C (-5.279, -21.848, 12.799)  0.000
C (-4.604, -22.999, 12.066)  0.000
C (-3.890, -23.869, 12.929)  0.000
C (-3.260, -24.982, 12.448)  0.000
Cl (-2.208, -25.909, 13.481)  0.000
C (-3.197, -25.287, 11.089)  0.000
C (-3.844, -24.475, 10.166)  0.000
C (-4.603, -23.408, 10.632)  0.000
O (-5.301, -22.800, 9.576)  0.000
C (-5.575, -21.425, 9.783)  0.001
C (-6.283, -20.911, 8.525)  0.004
O (-5.868, -21.194, 7.345)  0.042
O (-7.262, -20.126, 8.761)  0.004
H (-6.364, -21.895, 12.823)  0.000
H (-4.987, -20.941, 12.316)  0.000
H (-4.870, -21.782, 13.798)  0.000
H (-3.912, -23.696, 14.017)  0.000
H (-2.564, -26.156, 10.765)  0.000
H (-3.735, -24.632, 9.074)  0.000
H (-4.633, -20.863, 9.854)  0.000
H (-6.198, -21.241, 10.647)  0.000

As for the expectation value of S²: 0.753. The spin multiplicity is 2. Its HOMO-LUMO gap (spin up / spin down) is 7.2 / 6.5 eV. The value obtained for the lowest unoccupied orbital energy (spin up / spin down) is 0.35 / -1.05 eV.

---

(2)
Density functional theory data (ωB97M-V/def2-TZVPD) for 7 unconnected molecules or ions with the total composition C24H52O15S2.

Each line ends with the Löwdin charge.
Atoms and positions in Å:
C (-7.230, -0.744, -1.923)  -0.136
C (-6.725, -2.016, -2.676)  -0.175
C (-5.617, -2.564, -1.855)  -0.194
O (-6.203, -2.333, -0.558)  -0.161
C (-6.984, -1.138, -0.470)  -0.198
H (-8.295, -0.532, -2.013)  0.107
H (-6.620, 0.083, -2.285)  0.099
H (-6.369, -1.764, -3.675)  0.107
H (-7.499, -2.765, -2.841)  0.115
H (-4.636, -2.087, -1.861)  0.095
H (-5.330, -3.590, -2.086)  0.123
H (-6.465, -0.398, 0.139)  0.102
H (-7.856, -1.463, 0.098)  0.121
C (-3.987, -1.280, 4.689)  -0.174
C (-3.207, -0.926, 3.440)  -0.146
C (-4.403, -0.367, 2.579)  -0.183
O (-5.590, -0.877, 3.116)  -0.122
C (-5.409, -1.646, 4.218)  -0.229
H (-3.965, -0.401, 5.333)  0.110
H (-3.419, -2.034, 5.234)  0.109
H (-2.520, -1.670, 3.038)  0.103
H (-2.566, -0.072, 3.660)  0.104
H (-4.203, -0.627, 1.540)  0.094
H (-4.502, 0.719, 2.601)  0.121
H (-5.444, -2.706, 3.966)  0.121
H (-6.102, -1.381, 5.017)  0.121
C (2.783, 0.154, -0.757)  -0.170
C (3.478, -1.081, -1.356)  -0.154
C (3.978, -0.434, -2.691)  -0.221
O (4.347, 0.880, -2.424)  -0.116
C (3.646, 1.345, -1.269)  -0.174
H (2.756, 0.186, 0.333)  0.104
H (1.770, 0.302, -1.132)  0.089
H (2.812, -1.897, -1.635)  0.107
H (4.363, -1.524, -0.898)  0.097
H (3.120, -0.344, -3.356)  0.106
H (4.760, -1.084, -3.084)  0.123
H (2.924, 2.152, -1.397)  0.088
H (4.374, 1.726, -0.553)  0.121
O (2.755, 6.638, 1.067)  -0.303
S (3.510, 5.578, 0.412)  0.705
O (4.938, 5.332, 0.622)  -0.294
O (2.699, 4.106, 0.544)  -0.255
C (1.340, 4.091, 0.729)  -0.342
C (0.829, 2.771, 1.337)  -0.043
C (3.257, 5.891, -1.387)  -0.115
H (0.853, 4.241, -0.234)  0.106
H (0.953, 4.943, 1.288)  0.112
H (1.157, 2.665, 2.371)  0.083
H (1.165, 2.008, 0.635)  0.053
H (-0.242, 2.937, 1.447)  0.079
H (2.197, 5.902, -1.641)  0.047
H (3.767, 5.150, -2.003)  0.068
H (3.618, 6.894, -1.617)  0.067
O (4.726, -6.042, 0.647)  -0.282
S (3.832, -5.339, 1.528)  0.638
O (2.428, -5.660, 1.618)  -0.283
O (4.444, -5.401, 2.999)  -0.274
C (5.819, -5.338, 3.272)  -0.295
C (6.036, -4.090, 4.084)  -0.071
C (4.005, -3.437, 1.279)  -0.086
H (6.481, -5.301, 2.407)  0.124
H (6.065, -6.187, 3.910)  0.125
H (5.159, -3.885, 4.698)  0.089
H (6.185, -3.281, 3.368)  0.069
H (6.938, -4.278, 4.666)  0.084
H (3.352, -3.169, 0.448)  0.027
H (5.050, -3.196, 1.085)  0.058
H (3.635, -2.815, 2.094)  0.067
C (-0.115, 1.103, -3.543)  -0.045
O (-0.078, 2.260, -4.363)  0.019
C (0.577, 3.367, -3.961)  -0.538
O (1.263, 3.460, -2.940)  0.086
O (0.425, 4.329, -4.880)  0.022
C (1.144, 5.560, -4.633)  -0.035
H (-1.007, 0.497, -3.699)  0.094
H (0.067, 1.199, -2.472)  0.079
H (0.727, 0.457, -3.787)  0.086
H (2.148, 5.357, -4.260)  0.080
H (0.715, 6.216, -3.876)  0.093
H (1.303, 6.210, -5.493)  0.095
C (-3.331, 0.367, -1.071)  -0.030
O (-2.610, -0.754, -0.633)  0.001
C (-1.513, -0.563, 0.064)  -0.674
O (-1.079, 0.493, 0.520)  0.091
O (-0.926, -1.674, 0.161)  0.048
C (0.258, -1.801, 0.957)  0.003
H (-3.412, 1.116, -0.283)  0.103
H (-4.318, 0.015, -1.371)  0.075
H (-2.792, 0.748, -1.939)  0.091
H (0.428, -2.843, 1.228)  0.101
H (0.146, -1.360, 1.947)  0.099
H (1.068, -1.283, 0.445)  0.067

As for the structure (SMILES): CCOS(C)(=O)=O.CCOS(C)(=O)=O.COC(=O)OC.COC(=O)OC.C1CCOC1.C1CCOC1.C1CCOC1. Its HOMO-LUMO gap is 9.8 eV. The value obtained for the lowest unoccupied orbital energy is 0.40 eV.

---

(3)
Density functional theory data (ωB97M-V/def2-TZVPD) for a molecular structure, C23H31AsCl5InN2O5S.

Each line ends with the natural charge from an NBO analysis.
Atoms and positions in Å:
In (-1.843, 0.292, -1.423)  1.708
O (-4.656, -0.928, 1.333)  -0.617
C (-3.848, -0.164, 0.854)  0.801
O (-3.626, -0.061, -0.435)  -0.876
C (-3.074, 0.798, 1.753)  -0.346
C (-2.950, 2.191, 1.120)  0.083
C (-2.524, 3.215, 2.172)  -0.425
C (-1.029, 2.855, 2.366)  -0.430
C (-0.867, 1.685, 1.398)  0.068
O (-1.754, 2.061, 0.314)  -0.553
C (-1.552, 0.429, 1.950)  -0.319
C (-1.152, -0.840, 1.199)  0.801
O (-1.304, -1.929, 1.720)  -0.652
O (-0.640, -0.656, 0.012)  -0.874
H (-3.602, 0.827, 2.702)  0.243
H (-3.786, 2.481, 0.490)  0.228
H (-2.643, 4.228, 1.793)  0.221
H (-3.111, 3.116, 3.084)  0.217
H (-0.383, 3.682, 2.076)  0.221
H (-0.784, 2.571, 3.389)  0.216
H (0.134, 1.518, 1.009)  0.244
H (-1.322, 0.266, 3.002)  0.237
Cl (1.285, 0.823, -2.503)  0.057
C (0.114, 1.805, -3.320)  -0.056
C (-1.196, 1.736, -2.883)  -0.531
C (-2.142, 2.518, -3.527)  0.043
Cl (-3.794, 2.411, -2.999)  0.052
C (-1.800, 3.374, -4.570)  -0.127
Cl (-2.994, 4.348, -5.334)  0.061
C (-0.470, 3.433, -4.986)  -0.073
Cl (-0.019, 4.490, -6.264)  0.066
C (0.495, 2.642, -4.364)  -0.080
Cl (2.135, 2.702, -4.882)  0.059
C (3.109, 2.268, 2.495)  -0.614
C (3.105, 0.742, 2.575)  -0.718
As (2.651, -0.062, 0.832)  0.874
C (2.471, -1.945, 1.391)  -0.719
C (3.581, -2.519, 2.263)  -0.620
C (4.487, -0.132, 0.115)  -0.716
C (4.602, -1.032, -1.112)  -0.617
H (3.231, 2.720, 3.481)  0.210
H (2.179, 2.648, 2.067)  0.200
H (3.925, 2.628, 1.864)  0.206
H (2.366, 0.398, 3.303)  0.214
H (4.079, 0.375, 2.902)  0.209
H (2.375, -2.519, 0.465)  0.205
H (1.502, -2.019, 1.891)  0.233
H (4.544, -2.510, 1.749)  0.201
H (3.366, -3.554, 2.536)  0.210
H (3.694, -1.955, 3.189)  0.206
H (5.169, -0.457, 0.903)  0.205
H (4.760, 0.894, -0.143)  0.220
H (4.393, -2.074, -0.859)  0.198
H (5.605, -0.994, -1.538)  0.214
H (3.901, -0.734, -1.894)  0.206
C (0.095, -4.223, -0.480)  -0.445
N (-0.331, -3.299, -1.517)  -0.558
C (-1.582, -2.884, -1.692)  0.404
S (-1.881, -1.750, -2.983)  -0.288
N (-2.531, -3.357, -0.903)  -0.559
C (-3.971, -3.194, -1.070)  -0.427
H (1.151, -4.435, -0.628)  0.222
H (-0.457, -5.161, -0.568)  0.205
H (-0.051, -3.791, 0.511)  0.236
H (0.365, -2.757, -2.005)  0.425
H (-2.227, -3.776, -0.034)  0.422
H (-4.159, -2.597, -1.957)  0.237
H (-4.387, -2.687, -0.203)  0.255
H (-4.425, -4.178, -1.190)  0.197

Its HOMO-LUMO gap is 8.8 eV. The value obtained for the lowest unoccupied orbital energy is 0.35 eV.

---

(4)
Density functional theory data (ωB97M-V/def2-TZVPD) for a gas-phase ion, H3O2SSi (charge -1).

Each line ends with the natural charge from an NBO analysis.
Atoms and positions in Å:
O (2.783, -1.283, -0.005)  -0.969
O (0.428, 0.673, -0.380)  -1.171
Si (-1.015, 0.158, 0.076)  1.281
S (2.275, 0.208, 0.075)  0.615
H (-1.680, -0.878, -0.911)  -0.265
H (-1.272, -0.363, 1.361)  -0.254
H (-1.519, 1.485, -0.216)  -0.236

As for the net charge: -1. As for the structure (SMILES): [O-]SO[SiH3]. Its HOMO-LUMO gap is 6.2 eV. The value obtained for the lowest unoccupied orbital energy is 3.90 eV.